Molecular formula: C39H31AuN3O2
Method: DFT, ωB97M-V with the def2-TZVPD basis set

Geometry as ORCA input:
```
! wB97M-V def2-TZVPD RIJCOSX def2/J DEFGRID3
* xyz -1 1
Au -0.03408 -0.81349 -1.40579
O -2.02352 -0.35265 -1.33464
O 1.94033 -1.11685 -1.38534
N 0.06000 -1.13026 1.19308
N -0.71682 7.54462 -1.63225
N 1.37294 2.63176 -1.51699
C 5.80243 -1.01855 -2.40472
C 6.47952 0.08670 -1.87062
C -2.34419 1.99935 0.14919
C 2.30228 -0.36409 0.96873
C -4.18622 -0.88446 -0.72958
C 4.79184 0.26284 -0.19309
C 4.62728 -1.46605 -1.80686
C 2.67627 -1.26719 -0.22361
C -1.14117 -1.01256 1.71721
C 0.40725 5.21926 -1.56256
C -0.27918 -0.05485 3.68030
C -4.82393 -2.06244 -0.42830
C -4.72534 -0.07590 -1.75086
C 3.65655 -3.17369 1.13480
C -2.26418 -1.51596 0.83768
C -5.92378 -0.39762 -2.37950
C 1.70960 -4.96148 0.25331
C -3.40596 3.21384 1.91663
C 3.62273 -4.47847 1.62062
C 2.67207 -2.73214 0.25048
C -0.19283 6.52688 -1.61204
C -2.97152 0.83916 0.54754
C 0.77882 4.62819 -0.37145
C -6.02215 -2.43273 -1.08469
C 0.48383 4.50829 -2.72910
C -3.85606 0.88616 1.62817
C -4.06338 2.06233 2.33524
C 4.12009 -0.84692 -0.68416
C -2.79818 -0.46666 -0.21706
C 1.30400 3.33667 -0.39962
C 0.98645 -0.11938 3.11448
C 5.96374 0.73080 -0.77860
C -6.57035 -1.61209 -2.05177
C 2.67873 -5.39184 1.18234
C 1.01196 3.20646 -2.65992
C 1.70362 -3.66435 -0.17948
C -2.54093 3.19680 0.81108
C -1.38745 -0.44128 2.94919
C 1.10269 -0.56266 1.79527
H 6.46149 1.59820 -0.34582
H 4.41421 -4.76454 2.34897
H 7.38931 0.43498 -2.35004
H 2.68437 -6.39388 1.57236
H -6.26157 0.21912 -3.20255
H 4.07575 -2.29290 -2.21713
H -1.89836 -2.36914 0.23858
H 0.92666 -5.60551 -0.15240
H -4.71880 2.08261 3.19857
H -0.41424 0.27761 4.69286
H 0.72061 5.19813 0.57066
H -2.37937 -0.41020 3.36705
H -3.09340 -1.83502 1.50732
H -3.53478 4.16080 2.47899
H 1.07190 2.60075 -3.54498
H 0.26713 4.94998 -3.69992
H 6.20866 -1.54275 -3.29082
H -2.05531 4.10196 0.47553
H 3.16811 -0.36879 1.65172
H 1.84536 0.24387 3.68216
H -4.15510 0.80745 -2.05305
H -7.45138 -1.90886 -2.59505
H 0.94417 -3.32969 -0.89688
H 2.31459 0.66047 0.58884
H -4.40541 -2.76547 0.28301
H -4.34952 -0.03592 1.97067
H 1.63365 2.86486 0.52067
H 4.40650 0.85682 0.61360
H -1.72842 1.95697 -0.72848
H -6.50030 -3.36680 -0.84593
H 4.42970 -2.48862 1.46874
*
```

Output
E_tot in eV: -53204.296

Molecular formula: C10H12P2
Method: DFT, ωB97M-V with the def2-TZVPD basis set

Geometry as ORCA input:
```
! wB97M-V def2-TZVPD RIJCOSX def2/J DEFGRID3
* xyz 0 1
P 2.19226 -0.08694 0.54430
P -2.18244 0.08852 -0.54141
C 0.44710 -0.60816 0.09909
C 3.83130 -1.62378 -0.78152
C -0.44028 0.60943 -0.08473
C 3.69812 -0.41894 -1.55959
C -3.83304 1.62330 0.77203
C -2.81013 -0.45806 1.05954
C -3.70608 0.41763 1.54979
C 2.80765 0.45811 -1.06208
C 3.04836 -1.65749 0.31167
C -3.04006 1.65886 -0.31390
H 4.49118 -2.42163 -1.08562
H 2.58792 1.42426 -1.48441
H -2.99839 2.46186 -1.03037
H -2.59380 -1.42473 1.48248
H 4.25699 -0.27120 -2.47083
H 0.47744 -1.21585 -0.80826
H -4.27345 0.26821 2.45552
H 3.01260 -2.45971 1.02929
H -0.47497 1.21449 0.82419
H 0.08579 -1.22606 0.92439
H -0.07557 1.22992 -0.90662
H -4.49633 2.42032 1.07096
*
```

Output
SMILES: C1=CC=P(CCp2cccc2)=C1
Energy above the lowest of the compared OMol25 structures with the same formula, charge and spin in kJ/mol: 0.0

Molecular formula: C4H8O2
Method: DFT, ωB97M-V with the def2-TZVPD basis set

Geometry as ORCA input:
```
! wB97M-V def2-TZVPD RIJCOSX def2/J DEFGRID3
* xyz 0 1
O -0.83815 -0.11440 -0.96532
O -0.67430 -1.84310 1.20210
C -0.82899 1.29638 -1.08569
C 0.78447 0.12332 0.93349
C 0.51488 -1.33404 0.69402
C 0.42085 -0.41067 -0.45934
H -0.39192 1.63627 -0.13645
H 0.05469 0.57456 1.61128
H -1.83809 1.64569 -1.30787
H 1.78774 0.51468 1.05963
H 1.21010 -0.33997 -1.21294
H -1.39017 -1.32716 0.79768
H -0.14872 1.61000 -1.89003
H 1.33762 -2.03156 0.75944
*
```

Output
SMILES: CO[C@H]1C[C@H]1O
Energy above the lowest of the compared OMol25 structures with the same formula, charge and spin in kJ/mol: 262.4

Molecular formula: C5H8N2O
Method: DFT, ωB97M-V with the def2-TZVPD basis set

Geometry as ORCA input:
```
! wB97M-V def2-TZVPD RIJCOSX def2/J DEFGRID3
* xyz 0 1
O -0.24421 2.44578 0.10671
N 1.66827 -1.63784 0.82966
N 1.84319 0.91065 -0.10931
C -1.30620 -0.31118 1.14573
C 1.14998 -0.67685 0.36857
C 0.12514 1.34251 -0.06397
C -0.28273 -0.06012 0.04587
C -0.72412 -0.60029 -1.32322
H -2.31025 -0.00317 0.84373
H 2.47148 0.55742 -0.82741
H 2.43333 1.43375 0.53259
H -1.28845 -1.38349 1.36312
H -0.01950 -0.33584 -2.11567
H -1.04215 0.21234 2.06749
H -0.76900 -1.69025 -1.26352
H -1.70475 -0.20341 -1.60035
*
```

Output
Energy above the lowest of the compared OMol25 structures with the same formula, charge and spin in kJ/mol: 329.2

Molecular formula: C8H24InO4S4
Method: DFT, ωB97M-V with the def2-TZVPD basis set

Geometry as ORCA input:
```
! wB97M-V def2-TZVPD RIJCOSX def2/J DEFGRID3
* xyz 3 1
In 1.29635 0.40246 0.99116
S 2.36932 -6.18612 -3.27555
S -5.59722 3.90748 1.04717
S 0.36880 7.16038 -2.22151
S 0.76042 -6.28270 5.01040
O 1.58719 -5.18932 4.31163
O 2.22081 -4.88649 -2.51443
O 1.25149 5.91157 -2.23671
O -4.17463 3.51456 0.66153
C 1.07020 -6.06195 6.81640
C 1.64021 8.40752 -1.88652
C 0.01680 7.70653 -3.92407
C 2.54148 -5.77213 -5.03389
C 1.89224 -7.70601 4.78969
C -6.26198 4.98986 -0.34799
C -5.55690 5.18315 2.37804
C 4.13278 -6.84098 -2.88644
H 2.16630 8.29742 -0.93825
H 2.13235 -5.95001 7.03412
H 4.18753 -6.98022 -1.80676
H 2.85547 -7.34302 5.14818
H -5.00148 5.97707 1.87874
H 2.35766 8.28516 -2.69793
H 0.42688 -5.22179 7.07788
H -5.54006 5.77102 -0.58615
H -5.04276 4.70529 3.21195
H -6.54070 5.60572 2.58218
H 1.57631 -8.59163 5.34102
H -6.53988 4.34309 -1.18019
H 1.20680 9.40764 -1.88635
H 3.16474 -4.87875 -5.07316
H 4.33564 -7.65275 -3.58499
H -7.16130 5.57258 -0.14859
H 0.88696 7.59713 -4.57134
H -0.69161 7.01120 -4.37438
H 4.78465 -5.99281 -3.09568
H -0.39990 8.71006 -4.01004
H 0.62476 -6.82295 7.45715
H 3.02887 -6.56490 -5.60139
H 1.60738 -5.63972 -5.57980
H 2.01795 -7.90249 3.72494
*
```

Output
E_tot in eV: -65354.229

Molecular formula: C30H84Br2F6N7O13S2
Method: DFT, ωB97M-V with the def2-TZVPD basis set

Geometry as ORCA input:
```
! wB97M-V def2-TZVPD RIJCOSX def2/J DEFGRID3
* xyz 3 1
Br -2.49713 6.67565 1.90808
Br 1.38909 6.33087 -1.72230
S -0.64315 11.16159 -1.41971
S -5.58933 3.17165 -2.43935
F -0.99486 9.27174 -3.21041
F -7.97761 4.34547 -2.89106
F -2.61788 10.67207 -3.17200
F -7.33433 3.10569 -4.53542
F -6.40580 5.05414 -4.20802
F -0.72160 11.25870 -4.06240
O -5.46779 5.05416 -7.32759
O -4.53443 2.71267 -3.33831
O 0.66095 10.54827 -1.28836
O -3.65249 13.47081 1.66538
O -4.30619 11.06137 6.04122
O -1.99012 5.73237 -3.64449
O -6.20137 2.06249 -1.74860
O 0.13307 11.28341 1.78430
O 3.71702 1.96303 -8.02938
O -9.80057 6.57618 -5.26322
O -5.21025 4.29885 -1.60174
O -0.67001 12.61062 -1.49810
O -1.61063 10.62958 -0.45475
N -3.01553 16.08645 1.70159
N 1.77813 9.00747 0.78718
N -3.14271 9.05023 4.50027
N -1.87017 7.30696 -1.52257
N -8.12634 9.29564 -3.48663
N -2.99439 7.19373 -9.02262
N 1.57743 3.18143 -9.22128
C -3.87514 7.33060 -6.69630
C -9.43080 7.24607 -4.08842
C -7.45397 8.01810 -5.52389
C -3.24669 6.83486 -1.89856
C 2.46222 1.37257 -7.84656
C -3.19375 6.39908 -3.36103
C -0.37351 12.44931 2.35353
C -4.77094 14.34419 1.66853
C -4.33669 15.61507 2.38892
C 0.02387 2.11900 -7.59997
C -8.60707 8.40490 -4.63561
C -4.94938 5.72076 -8.43238
C -4.07025 12.45015 5.95320
C -1.27173 10.57824 -3.07103
C -10.81694 5.58812 -5.12332
C -5.06345 10.53664 4.97666
C 0.75902 9.03394 1.89931
C 0.82755 10.39187 2.59321
C -6.90948 3.94144 -3.59787
C 1.45765 2.52196 -7.89321
C -4.23821 7.97332 -1.66196
C 1.14416 7.92526 2.88978
C -2.02612 4.92582 -4.81595
C 4.78523 1.02068 -8.08128
C -6.80812 4.60842 -7.53166
C -4.96859 9.23381 2.82056
C -4.14620 9.98593 3.88753
C -5.36075 16.71759 2.25629
C -3.71263 6.44599 -7.90100
C -3.81757 12.44604 0.67256
H -6.34924 16.31938 2.48937
H 1.80150 3.13251 -7.05653
H -8.91310 9.82870 -3.11471
H -5.78748 11.22089 4.53077
H -10.48539 4.82704 -4.40866
H -3.73690 8.41873 5.04655
H -8.86053 6.53151 -3.47798
H -6.83643 3.85971 -8.32369
H -7.81280 7.69250 -6.49942
H -0.43559 1.44496 -8.33609
H -1.02229 12.97473 1.65566
H -7.41489 9.97941 -3.75265
H -2.50663 9.57476 5.09667
H 2.69961 9.03632 1.22727
H -4.38954 8.24620 -7.00909
H -4.07912 15.32277 3.40610
H -4.09860 5.79702 -3.52241
H -5.26131 17.56174 2.93850
H -2.22544 15.49264 1.95360
H 2.23362 7.97916 2.96084
H -3.56441 5.93412 -1.37290
H 1.86750 10.65539 2.82720
H -2.75124 4.17982 -4.45873
H -5.40700 8.27612 3.09360
H -3.04329 6.63724 -9.88265
H 4.64857 0.18532 -7.39488
H -5.36066 17.08576 1.22796
H -5.75422 9.90847 2.48022
H 0.81535 6.93705 2.56902
H -4.67144 4.99493 -9.20982
H -4.56709 6.89764 -5.97442
H 5.68910 1.56933 -7.82248
H -4.00294 8.79828 -2.34776
H -1.02562 12.18887 3.20638
H -2.00920 7.21548 -8.76169
H -3.65684 12.77960 4.98174
H -5.28248 7.70735 -1.83522
H 0.40643 13.11957 2.73013
H -4.82956 12.06562 0.48475
H -3.35174 8.11108 -9.29670
H -3.02717 5.62738 -7.66808
H -10.28901 7.61420 -3.51140
H -3.37664 7.25053 -4.03624
H -7.68563 8.73150 -2.75360
H -3.28825 16.08530 0.72213
H -5.58053 9.66869 5.40056
H 4.95513 0.64923 -9.09577
H -1.20491 6.92065 -2.20765
H -2.97123 7.52175 -6.12318
H -7.41861 5.47505 -7.82069
H -6.78225 7.25715 -5.12870
H -6.87856 8.89917 -5.83499
H -1.69771 7.01113 -0.55687
H -2.49503 5.41174 -5.67475
H -9.36790 9.00888 -5.13164
H -3.30364 12.77780 6.64890
H -5.65998 6.40924 -8.91322
H 2.38522 0.87987 -6.87089
H -5.03817 14.61979 0.63753
H -11.74210 6.05395 -4.77886
H 1.11783 4.08717 -9.27536
H -0.22997 8.92894 1.45873
H 1.72671 9.86735 0.21707
H 2.58925 3.30555 -9.39567
H 0.06224 1.42289 -6.75893
H -10.93059 5.09753 -6.08491
H -0.73846 2.88026 -7.44420
H -4.13768 8.36303 -0.64860
H 2.23963 0.57825 -8.57486
H -3.36491 11.52501 1.04371
H -5.03739 12.95566 6.03310
H -3.31515 12.73021 -0.24969
H -7.32900 4.24087 -6.65316
H 0.32662 10.23684 3.55846
H 1.73526 8.15820 0.22218
H -1.82426 8.32497 -1.60510
H -1.07805 4.45918 -5.05886
H 0.74481 8.01505 3.89887
H -2.69184 8.41941 3.82240
H -2.82006 16.98888 2.13488
H -3.62184 10.80241 3.39046
H 1.28692 2.61250 -10.02154
H -4.23680 9.04350 2.03262
H -5.62123 13.84277 2.13438
*
```

Output
Energy above the lowest of the compared OMol25 structures with the same formula, charge and spin in kJ/mol: 0.0